Record 1
Density functional theory data (ωB97M-V/def2-TZVPD) for a molecular structure, C51H57N6OP2W at a distorted geometry.

Frontier orbital gap (alpha / beta) = 6.285 / 6.674 eV
Charge = +1
HOMO level (alpha / beta) = -9.3 / -9.6 eV
<S²> = 2.023
E_tot = -3130.96687 Ha
E_LUMO (alpha / beta) = -3.0 / -3.0 eV
Spin multiplicity = 3

Positions of all 118 atoms, in Å:
H  3.211  2.599  -5.211
N  -0.391  0.789  -2.444
C  -6.064  1.084  -0.228
C  2.653  2.112  -3.194
C  4.128  -4.783  -1.525
H  -0.648  -2.665  -2.832
C  0.013  -1.147  -4.043
H  5.087  -6.418  -0.521
C  -4.903  1.388  0.729
H  3.420  -0.460  1.196
H  7.210  1.392  1.898
C  -4.076  2.594  0.305
C  -3.421  2.417  4.277
C  -0.767  3.208  4.446
H  0.264  4.182  -2.979
H  -2.253  5.889  -0.567
C  -2.962  3.054  5.420
H  5.674  -0.523  2.194
H  -1.393  3.560  -3.109
H  4.289  -5.748  1.721
C  3.212  1.838  -4.440
C  3.213  -4.048  1.001
H  -1.870  -0.408  -3.336
H  0.991  -0.739  -4.311
N  -1.332  -1.356  -0.013
C  -4.718  3.821  0.419
C  4.085  0.379  1.066
C  2.860  -3.298  -0.123
H  -0.137  4.618  -0.513
C  2.967  5.030  2.236
H  -0.547  -3.218  0.635
O  -0.925  -0.293  2.720
C  2.267  6.214  2.061
C  -1.229  2.582  3.287
C  5.811  2.519  0.717
C  -2.815  0.349  -0.785
H  -6.747  1.932  -0.295
H  -4.218  -2.193  -1.404
H  4.238  0.390  -5.646
H  2.218  3.088  -3.000
C  3.332  -3.662  -1.387
H  -0.427  -1.576  -4.949
H  -2.277  -0.512  4.203
C  3.658  1.484  0.335
C  6.221  1.416  1.457
H  0.334  7.110  1.755
C  3.793  -0.363  -3.682
H  4.216  3.419  -0.404
C  0.925  3.778  2.006
H  1.374  -1.164  3.989
C  3.785  0.601  -4.685
C  0.453  -0.185  2.317
H  -0.708  0.083  4.766
H  -2.884  1.626  2.358
H  3.084  -3.053  -2.248
H  -0.858  4.949  1.711
H  -0.907  -1.635  4.316
C  1.283  -1.295  2.908
H  -4.295  0.493  0.852
C  -0.699  3.852  -1.050
H  -3.636  3.241  6.248
C  -3.247  -2.160  -0.930
H  -5.327  1.608  1.711
C  5.357  0.345  1.627
C  -1.350  -2.690  0.139
H  2.290  -1.271  2.498
C  4.539  2.553  0.164
H  2.862  -3.749  1.981
N  -2.073  1.269  -0.242
H  -2.791  -4.274  -0.403
H  4.039  5.048  2.396
H  -0.981  1.605  -2.392
C  -0.735  4.223  -2.539
C  4.466  -5.539  -0.408
C  -0.889  -0.008  -3.600
H  -1.017  0.656  -4.459
C  -2.087  3.763  -0.468
C  -2.496  -1.016  -0.668
H  -6.633  0.222  0.125
H  3.268  -0.833  -1.665
C  2.653  1.157  -2.177
H  4.490  -5.071  -2.504
W  0.014  0.262  0.167
H  -5.712  0.869  -1.240
P  2.019  1.637  -0.496
C  2.300  3.811  2.206
H  4.253  -1.329  -3.865
H  -4.600  5.956  0.211
N  1.029  1.101  2.726
H  2.790  7.163  2.080
N  1.323  -1.246  0.029
C  3.233  -0.087  -2.443
H  6.483  3.357  0.574
H  -5.741  3.840  0.780
H  1.208  1.222  3.721
H  0.266  3.528  4.523
H  0.829  -2.271  2.714
C  1.998  -2.165  0.001
H  -1.118  5.236  -2.671
H  0.912  -2.804  -3.261
C  -2.514  -3.230  -0.405
N  0.205  -2.135  -2.984
H  0.528  1.125  -2.717
H  -1.262  3.927  6.401
C  -2.732  2.558  -0.141
H  2.843  2.888  2.354
C  4.016  -5.164  0.852
C  -4.081  5.010  0.114
C  -2.771  4.968  -0.321
P  0.002  2.213  1.968
H  -4.455  2.099  4.211
C  0.889  6.187  1.871
C  -1.629  3.438  5.507
C  0.219  4.975  1.843
H  -0.164  2.926  -0.901
C  -2.551  2.173  3.221
C  -1.201  -0.611  4.076
H  -3.727  0.617  -1.314



Record 2
Density functional theory data (ωB97M-V/def2-TZVPD) for 2 unconnected molecules or ions with the total composition C4H12 at a distorted geometry.

Frontier orbital gap = 12.530 eV
SMILES = CC.CC
Energy relative to the best compared isomer or geometry (same formula, charge and spin) = 64.6 kJ/mol
HOMO level = -11.4 eV
E_tot = -159.56036 Ha
E_LUMO = 1.1 eV
Spin multiplicity = 1

Positions of all 16 atoms, in Å:
H  1.260  -0.921  1.691
C  1.655  -0.039  1.181
H  -1.396  0.626  -2.623
H  2.709  -0.092  1.056
C  -1.660  -0.723  -0.974
H  1.247  0.192  0.203
H  -1.905  -1.760  -0.663
H  -2.608  -0.300  -0.554
H  -0.245  -0.667  -2.548
H  -0.851  -0.520  -0.235
H  -1.745  -1.182  -3.065
H  1.839  1.242  2.961
C  -1.290  -0.427  -2.402
C  1.256  1.181  2.011
H  0.218  1.237  2.320
H  1.517  2.154  1.641



Record 3
Density functional theory data (ωB97M-V/def2-TZVPD) for 4 unconnected molecules or ions with the total composition C26H42F17N4O11S3 at a distorted geometry.

Frontier orbital gap = 8.264 eV
Energy relative to the best compared isomer or geometry (same formula, charge and spin) = 0.0 kJ/mol
Charge = +1
HOMO level = -12.2 eV
E_tot = -4954.58217 Ha
E_LUMO = -3.9 eV
Spin multiplicity = 1

Positions of all 103 atoms, in Å:
F  1.135  4.940  2.491
F  1.642  5.304  0.342
O  -3.428  -4.563  -1.966
H  3.644  1.396  5.058
F  3.386  6.238  2.271
F  5.113  4.708  3.665
C  -6.724  -7.620  -6.224
C  4.055  5.244  1.626
H  3.011  0.200  0.365
H  1.578  -4.514  0.529
F  0.445  2.301  3.074
H  0.047  -2.332  0.407
S  -3.545  -6.901  -5.952
C  2.788  -2.865  0.656
H  -6.572  -6.756  -5.581
F  6.036  6.254  2.346
C  0.617  3.289  0.857
O  -3.246  -7.461  -4.664
C  1.931  0.237  1.944
H  2.851  -3.060  1.715
H  -1.750  5.999  1.576
H  -1.449  -6.099  -6.526
C  1.630  4.390  1.348
C  6.412  4.005  1.831
S  -1.874  -4.336  -2.098
O  -1.581  -3.565  -3.265
C  3.279  -0.356  3.912
O  -4.341  -7.976  -6.790
F  5.828  2.777  1.895
C  5.406  5.052  2.380
H  0.658  -2.170  1.998
F  8.123  3.581  0.259
H  -6.250  7.328  -1.915
H  -1.611  -7.844  -6.889
C  2.007  -1.581  0.447
H  -5.166  8.422  -2.835
H  3.422  -2.484  7.899
H  -0.892  -0.449  1.897
H  -2.373  -6.623  -7.959
H  4.144  -0.204  3.302
H  -5.185  -3.954  -1.207
H  1.430  0.686  3.795
H  -3.805  -3.063  -0.580
C  -0.160  -0.383  1.111
H  1.964  -1.410  -0.617
H  -1.650  -6.585  -1.470
C  -5.533  -8.555  -6.196
C  3.799  -2.191  6.938
O  -5.297  8.052  0.655
H  -1.938  7.654  -0.315
H  -3.571  -1.878  -2.787
F  4.349  5.609  0.347
H  1.827  -3.781  -0.910
F  7.472  4.048  2.677
C  6.942  4.204  0.374
C  -1.418  -6.005  -2.358
C  -4.252  -3.473  -1.487
O  -4.200  -5.634  -6.026
H  -6.409  9.097  -1.741
O  -1.375  -3.857  -0.834
H  -3.167  7.027  1.776
H  -1.972  -6.373  -3.219
F  -1.118  1.910  1.605
F  3.210  3.295  2.701
F  -0.526  4.002  0.696
H  3.802  -2.675  0.328
C  0.625  -1.691  1.030
H  -4.875  -2.854  -3.451
H  -5.213  -1.684  -2.163
C  -4.488  -2.407  -2.537
F  7.062  5.512  0.108
C  3.107  4.011  1.562
C  -2.717  6.259  1.151
H  3.087  -1.406  4.047
H  -2.031  5.991  -0.879
C  -2.535  6.742  -0.275
F  6.047  3.653  -0.469
O  -3.785  6.967  -0.959
H  2.580  0.247  5.856
H  3.004  -2.211  6.213
N  2.795  -0.445  1.114
O  4.717  -0.306  8.128
H  4.574  -2.871  6.621
O  4.603  -0.184  5.864
H  -5.298  -8.883  -5.183
N  2.124  0.234  3.218
H  -7.610  -8.153  -5.881
O  -3.700  9.397  -0.666
S  -4.591  8.283  -0.566
C  4.383  -0.831  7.075
H  -0.631  -0.193  0.165
F  3.485  3.212  0.527
H  -6.901  -7.258  -7.236
C  -2.092  -6.873  -6.940
H  -3.367  5.384  1.180
H  -0.348  -6.013  -2.555
N  0.785  0.762  1.358
C  -5.718  8.274  -1.912
C  0.210  2.029  1.763
N  2.250  -4.017  -0.028
F  1.038  2.827  -0.352
C  3.462  0.346  5.231
H  -5.721  -9.441  -6.796



Record 4
Density functional theory data (ωB97M-V/def2-TZVPD) for a single C4H10O2 molecule.

Frontier orbital gap = 10.907 eV
SMILES = CC[C@@H](O)CO
Energy relative to the best compared isomer or geometry (same formula, charge and spin) = 76.7 kJ/mol
HOMO level = -10.1 eV
E_tot = -308.86894 Ha
E_LUMO = 0.8 eV
Spin multiplicity = 1

Positions of all 16 atoms, in Å:
H  1.380  -1.235  -1.196
C  0.385  -0.335  0.145
H  -3.074  0.022  -0.312
H  -2.212  -1.518  -0.130
H  -1.264  0.231  1.421
C  -2.107  -0.474  -0.442
H  -1.858  -0.474  -1.506
C  -1.021  0.253  0.351
H  1.131  1.632  -0.348
H  0.579  -1.089  0.927
H  2.718  0.585  -1.305
O  2.687  0.256  -0.399
C  1.484  0.742  0.190
O  0.455  -0.958  -1.124
H  1.721  1.033  1.219
H  -1.026  1.312  0.058



Record 5
Density functional theory data (ωB97M-V/def2-TZVPD) for a molecular structure, C43H37Cl2MoN5O2 at a distorted geometry.

Frontier orbital gap (alpha / beta) = 5.856 / 5.528 eV
Energy relative to the best compared isomer or geometry (same formula, charge and spin) = 2.0 kJ/mol
Charge = +2
HOMO level (alpha / beta) = -11.9 / -11.9 eV
<S²> = 2.020
E_tot = -3073.23544 Ha
E_LUMO (alpha / beta) = -6.1 / -6.4 eV
Spin multiplicity = 3

Positions of all 90 atoms, in Å:
C  1.275  2.941  3.001
H  2.120  0.143  3.884
C  0.343  -3.575  1.098
H  -6.944  2.201  2.678
H  -0.128  -1.100  4.212
H  -1.292  -2.606  -0.856
H  2.272  -2.990  -1.475
C  -0.244  -2.686  2.152
H  -0.738  -2.804  -5.754
O  -1.223  -0.469  0.166
N  0.751  -1.603  2.362
Cl  -4.946  3.843  -1.354
C  0.812  -0.981  -4.611
C  1.609  -0.129  -3.904
H  6.593  -2.005  1.964
C  2.044  2.209  0.516
H  -0.808  6.069  -2.982
C  -5.991  2.887  0.888
C  -2.232  1.130  -1.384
H  1.536  4.976  2.359
H  4.622  -2.575  3.396
H  2.248  -5.454  -1.594
H  -0.354  -5.458  1.825
C  -1.105  0.575  -0.551
H  -1.562  3.379  1.066
H  2.359  1.895  -0.468
H  0.813  -0.970  -5.694
C  -1.509  4.859  -1.360
C  -0.032  -1.894  -3.939
H  2.196  -1.908  3.903
C  -1.099  -2.695  -1.913
H  2.235  0.597  -4.406
C  -1.111  4.028  -3.573
C  1.686  -4.947  -0.823
H  -1.170  -2.237  1.782
C  1.600  3.930  2.090
H  2.354  4.274  0.093
Mo  0.979  -0.703  0.335
C  -3.635  2.627  2.241
H  2.319  0.458  -1.990
C  -1.904  2.526  -1.860
C  0.805  -1.047  -1.782
C  4.500  -2.072  2.445
Cl  -2.145  2.492  3.142
H  6.167  -0.845  -0.217
C  -4.803  3.215  0.254
H  -2.290  -4.351  -4.619
N  2.993  -1.124  0.848
C  -1.922  3.596  -0.961
N  -2.312  3.396  0.396
H  -2.606  -4.173  -2.164
H  -3.161  1.070  -0.814
C  -0.830  -2.803  -4.675
H  3.837  -0.315  -0.849
H  0.865  -6.733  0.047
H  -6.914  3.016  0.340
H  -0.723  -0.196  2.817
C  -4.814  2.311  2.880
C  0.176  -0.598  3.288
C  1.623  -0.202  -2.501
C  1.320  1.607  2.618
N  1.640  1.246  1.364
C  5.589  -1.758  1.649
H  -1.540  5.674  -0.648
C  -3.558  3.084  0.911
H  -1.496  1.946  -3.882
C  0.918  -5.654  0.091
H  1.987  -3.260  2.833
C  5.354  -1.112  0.443
C  3.223  -1.751  2.020
O  0.045  1.099  -0.596
C  4.059  -0.813  0.087
C  -1.703  -3.644  -4.048
H  -4.802  1.974  3.907
H  -2.330  0.460  -2.243
H  -0.457  -3.227  3.076
C  1.713  -3.570  -0.755
N  1.043  -2.882  0.183
C  -0.103  -1.879  -2.514
H  -0.807  4.199  -4.597
H  0.989  3.194  4.012
C  1.126  0.534  3.651
C  0.240  -4.950  1.078
C  -1.860  -3.558  -2.653
H  0.762  0.994  4.568
C  -1.104  5.077  -2.668
C  -1.504  2.761  -3.167
C  -6.008  2.434  2.193
C  2.036  -2.170  2.857
C  2.040  3.549  0.830



Record 6
Density functional theory data (ωB97M-V/def2-TZVPD) for a molecular structure, C23H24NPPtS3Sb.

Frontier orbital gap (alpha / beta) = 6.683 / 6.476 eV
Energy relative to the best compared isomer or geometry (same formula, charge and spin) = 127.4 kJ/mol
Charge = +2
HOMO level (alpha / beta) = -14.9 / -14.7 eV
<S²> = 0.756
E_tot = -2840.53441 Ha
E_LUMO (alpha / beta) = -8.2 / -8.2 eV
Spin multiplicity = 2

Positions of all 54 atoms, in Å:
C  -0.514  -0.637  -3.517
Sb  0.155  -2.991  3.289
H  -2.788  2.015  -1.376
H  -5.121  1.101  3.498
H  -3.506  -2.217  -3.752
H  -6.182  -1.128  3.414
H  5.492  -0.800  1.926
C  -1.101  4.549  0.098
C  5.381  -1.998  -0.575
H  -0.995  5.624  0.039
H  6.454  -2.085  -0.739
C  -0.359  3.833  1.025
C  5.778  -0.142  1.105
H  5.101  -2.681  0.227
H  -3.664  -1.469  -1.414
C  -3.088  -0.394  1.238
H  0.175  0.453  -1.808
H  0.067  1.907  1.858
C  -3.606  0.601  2.075
H  5.220  1.451  -1.096
C  5.075  -0.538  -0.202
H  -5.266  -2.887  1.943
C  5.449  0.416  -1.347
N  2.500  -0.347  0.204
S  -0.436  -2.836  0.900
C  -0.601  -0.194  -2.210
C  -5.310  -0.921  2.807
H  4.869  -2.292  -1.491
H  4.937  0.150  -2.271
S  2.390  -3.301  2.558
H  6.852  -0.232  0.949
C  -2.115  2.523  -0.697
P  -1.671  0.034  0.259
C  -0.494  2.455  1.112
C  -3.684  -1.660  1.199
C  -2.688  -1.667  -3.309
C  -2.777  -1.248  -1.992
S  -0.068  -0.563  2.942
H  6.522  0.335  -1.514
C  -1.983  3.897  -0.758
H  -3.152  1.581  2.111
H  -2.563  4.461  -1.475
H  5.557  0.888  1.381
C  -1.557  -1.376  -4.063
C  3.631  -0.434  0.021
C  -1.730  -0.516  -1.435
H  0.349  -0.387  -4.118
H  0.324  4.345  1.688
C  -4.795  -1.914  1.979
Pt  0.407  -0.743  0.727
C  -4.718  0.331  2.856
H  -1.498  -1.710  -5.090
H  -3.284  -2.441  0.569
C  -1.374  1.799  0.250



Record 7
Density functional theory data (ωB97M-V/def2-TZVPD) for 2 unconnected molecules or ions with the total composition C19H28N3O9P.

Frontier orbital gap = 7.413 eV
SMILES = [H]/N=C/CC1=C(CP(=O)(O)O)C(=O)C(OCCNC[C@H](C)O)=C(CCC(=O)O)C1=O.CC#N
HOMO level = -9.0 eV
E_tot = -1923.64104 Ha
E_LUMO = -1.6 eV
Spin multiplicity = 1

Positions of all 60 atoms, in Å:
H  -2.069  -1.132  3.078
O  5.323  -2.732  1.055
C  0.675  -3.016  -0.346
H  -3.656  1.972  1.231
H  2.042  3.578  -0.890
C  1.311  -0.449  -2.715
O  -0.292  -4.433  1.270
H  0.695  0.110  -0.720
H  2.410  -1.573  0.915
C  2.318  2.422  0.879
H  -3.535  -3.318  1.481
H  5.439  -1.964  0.486
H  3.324  1.990  0.775
C  4.013  -2.874  1.411
H  -3.500  -0.967  -1.610
P  -2.726  0.717  -0.160
C  2.990  -2.350  0.411
H  0.105  1.175  -1.970
C  -0.425  -3.465  0.551
C  -1.696  -2.655  0.590
H  0.657  2.151  2.222
H  2.065  1.155  2.624
H  3.500  -1.907  -0.444
C  -1.030  5.260  -1.120
C  -3.184  -0.985  -0.566
C  0.391  -2.193  -1.358
H  2.489  -3.891  -1.001
C  0.982  0.603  -1.660
H  2.822  1.024  -1.023
H  0.614  2.666  -0.413
H  -2.897  6.166  -1.420
C  -1.018  -1.754  -1.582
C  2.070  -3.492  -0.075
O  2.506  3.718  1.452
C  1.700  2.620  -0.504
H  -2.080  -3.575  2.448
N  2.078  1.559  -1.467
H  2.298  -0.266  -3.137
O  3.720  -3.423  2.434
O  -1.379  -1.283  -2.641
H  -2.959  4.453  -0.957
O  -3.989  1.419  0.512
H  -4.025  -1.323  0.038
N  0.068  5.311  -0.795
H  1.016  0.708  1.281
H  -2.475  4.906  -2.596
C  -2.586  -2.871  1.786
C  -2.896  -1.614  2.549
O  -2.661  1.451  -1.581
C  1.469  1.555  1.799
H  -2.197  0.917  -2.242
H  2.056  -4.306  0.646
O  1.381  -1.780  -2.168
C  -2.423  5.194  -1.547
N  -4.072  -1.157  2.579
O  -1.503  0.829  0.654
C  -1.967  -1.849  -0.434
H  2.229  3.696  2.371
H  0.602  -0.411  -3.537
H  -4.122  -0.316  3.151



Record 8
Density functional theory data (ωB97M-V/def2-TZVPD) for a molecular structure, CHCl4Cr at a distorted geometry.

Frontier orbital gap (alpha / beta) = 4.818 / 6.110 eV
Energy relative to the best compared isomer or geometry (same formula, charge and spin) = 0.0 kJ/mol
Charge = +1
HOMO level (alpha / beta) = -13.7 / -13.7 eV
<S²> = 6.096
E_tot = -2923.58158 Ha
E_LUMO (alpha / beta) = -8.8 / -7.6 eV
Spin multiplicity = 5

Positions of all 7 atoms, in Å:
Cl  1.149  0.233  1.386
H  0.041  -0.209  -0.656
Cr  -2.992  1.947  1.062
Cl  1.451  -2.038  -0.462
Cl  2.105  0.681  -1.284
C  1.051  -0.324  -0.285
Cl  -2.804  -0.290  0.239



Record 9
Density functional theory data (ωB97M-V/def2-TZVPD) for a single C3H7NO3 molecule at a distorted geometry.

Frontier orbital gap = 10.030 eV
SMILES = OO[C@H]1CCON1
Energy relative to the best compared isomer or geometry (same formula, charge and spin) = 804.1 kJ/mol
HOMO level = -9.3 eV
E_tot = -398.73140 Ha
E_LUMO = 0.8 eV
Spin multiplicity = 1

Positions of all 14 atoms, in Å:
N  -0.080  0.674  1.088
O  -2.727  0.410  -0.494
H  1.592  -1.755  -0.341
H  -0.958  -1.202  1.189
O  1.041  1.343  0.401
C  1.143  -0.835  -0.075
C  -0.499  -0.529  0.358
H  2.452  0.795  -0.949
H  1.709  -0.690  0.895
C  1.418  0.499  -0.620
H  -3.439  -0.134  -0.199
H  -0.774  1.380  0.893
O  -1.633  -0.491  -0.639
H  0.755  0.534  -1.507